DFT (wB97M-V/def2-TZVPD) results for 14 unconnected molecules or ions with the total composition C82H188O2 in a non-equilibrium geometry.

Frontier orbital gap (eV): 10.90
F_max (eV Å⁻¹): 3.2
Net charge: 0
M (g/mol): 1206.40

XYZ file:
```
272
C82H188O2 | OMol25 | wB97M-V/def2-TZVPD
H -2.3162 -5.8705 0.0348
H -4.0715 -1.3686 4.5841
C -6.7635 -2.1693 5.1643
H -3.6037 -3.9845 -0.8963
H 2.3486 6.5104 4.8336
H -0.8547 -4.5494 -1.4865
H -5.9762 -5.9789 -1.1901
H -1.1965 0.5391 -4.8245
H 1.5495 3.0840 4.1606
C -0.9529 -5.4216 -3.3871
C -1.7886 1.6573 -2.9971
H 5.5826 5.9436 -1.2517
C 0.9545 4.4300 2.7231
C -5.6623 7.0596 -0.2082
H -8.1285 -4.3203 -1.0299
H 2.6933 4.2869 3.8271
H -6.1884 3.4376 4.8863
H 1.6134 4.5200 6.1677
H -6.0587 -3.1537 0.0701
H 4.3119 -2.7001 -0.4087
C 2.0229 -5.1212 1.7392
H -2.7868 1.9348 -2.6718
H -3.8393 -5.4532 0.9948
H 3.8322 -2.9050 4.9277
H -0.0751 -4.4275 -7.2930
H 9.0374 5.1368 -1.0862
H 2.6316 3.6811 -3.2308
C 2.9970 0.7741 0.0909
H 7.7628 2.6000 -2.2866
H -6.9521 4.5257 -0.1881
H -1.7368 2.9709 4.6186
C -5.5857 -4.9592 -1.0628
C 4.7765 1.2283 4.4594
H 1.4977 -1.7137 0.0170
H 1.0405 4.4036 -1.2014
H -4.1966 2.0079 4.7743
H -5.9343 -4.4045 -1.9608
H 3.5626 1.2408 -1.8883
H 4.6120 1.3861 5.5051
H -2.7012 0.3852 3.2132
H 6.0854 -3.6896 3.2987
H -5.9524 -2.6747 5.7164
H 0.5226 6.6883 4.5133
H 7.7653 -0.2363 -0.0957
H 5.9708 1.4383 -0.7342
H -0.6187 -1.2105 -1.0755
H 0.9301 1.3051 -0.3952
H -0.3620 -0.3582 3.3526
H 5.4393 2.9934 -1.2136
C 4.5145 -0.2439 4.1368
H -6.1341 -0.0840 4.9520
C -0.5645 5.7614 -0.3936
H 3.1411 2.5857 -0.8653
H 3.1508 -0.4418 5.7187
C -4.3766 -2.4525 -3.7308
C -5.5322 -3.7926 -5.4955
C 4.6313 4.2952 -3.7002
C 1.1251 4.8919 5.2520
H -8.2172 -3.5187 2.0081
C -4.4425 -1.2074 -2.7814
H -7.1574 -2.9706 4.4775
H -3.7232 -6.8472 -0.0987
H 4.2671 -6.4440 1.8322
H 2.0220 -6.1428 1.3892
H -3.5559 -5.2094 -2.0152
H 7.4378 4.4959 -0.8888
H -4.2428 3.3330 0.8236
H -2.8329 0.3661 -4.4198
H -4.3753 5.7631 0.9360
H -4.4543 -0.2869 3.2571
H -2.0269 -5.5154 -3.2141
H -4.7328 1.9194 -1.0633
C 8.6520 3.0842 -1.8245
H -8.3248 -2.3881 0.6736
H -5.4301 4.6624 -1.1586
H -0.2691 1.1161 2.3784
H -0.0964 -5.0481 1.4881
H -5.5662 -4.6301 -4.7920
H 5.1926 2.4974 0.4907
C -2.2382 -3.0492 3.1379
H 1.5628 -0.1603 -3.6428
H 5.2078 -0.6440 -1.7708
H -6.8539 -0.8224 3.5072
H 1.3445 1.2937 -5.9435
C 0.8278 -3.7372 -2.6172
H 9.5801 -1.5745 -2.1044
H 4.4347 -5.1984 3.0680
C 5.1014 -2.7247 -1.1671
H -0.9401 5.1604 0.4317
H -1.4985 0.8189 -2.3077
C 9.1323 2.3465 -0.5799
H -0.7564 -1.9112 0.5231
H 3.0033 1.2436 1.0741
H 9.4854 3.0826 -2.5470
H 1.9910 -0.8247 -5.3141
H 3.4677 -3.5212 1.5491
C -5.4039 4.2131 5.1311
H 0.0404 1.2239 4.1708
H 8.3563 2.3710 0.2007
H 0.7388 5.4939 2.5519
C -3.7772 2.6525 3.9664
H 3.3813 -4.6922 0.2239
C -4.0360 -4.9754 -1.0685
H -1.1475 -3.3829 -2.7141
H 5.1114 -3.7041 -1.6686
H 3.5587 -0.1402 0.2457
C -0.5498 -4.2493 -2.5105
C 3.3681 -4.5869 1.3088
H -0.6008 -3.2497 -5.1226
H 0.2726 2.5654 -3.0961
C -6.5694 -2.9628 -7.6268
C -2.2875 2.4092 3.8189
H -2.1809 -2.5177 4.1339
C -4.7958 -1.2074 3.7644
O 5.5063 5.1988 -3.1545
H -1.0053 3.6797 -3.7312
H -2.6276 -4.0994 3.2174
H 1.5771 -4.4605 -2.3554
H -4.9564 -3.2638 3.1508
C 6.1615 1.7440 4.1470
H -6.6536 7.0502 -0.6971
H -6.4308 1.8620 -0.8264
C 0.7724 -4.5154 1.1540
H 5.5677 -1.6883 -3.0839
H 0.8507 -2.2998 4.8774
H -5.9602 5.8554 1.5473
C 3.5967 -0.4623 -3.9938
H -6.0109 -4.5629 1.1687
H 5.8794 -4.8353 0.4851
H 4.6430 6.9617 -2.4448
H -3.4546 -1.2041 -2.2503
H 7.8277 0.0660 -1.8177
C 8.4437 -0.1781 -0.9846
C 3.5281 5.1747 -1.7209
H -5.4166 -1.6369 -5.3846
H -5.7375 -3.2931 -8.2864
H 1.6658 -3.9054 5.0150
H 2.6782 5.8135 -1.3763
C -0.9707 3.6067 -1.6200
H -3.4615 -2.3774 -4.2803
H -4.3164 4.6195 3.3289
H 0.8244 -4.6221 0.0463
C -8.5119 -3.4608 0.9509
H 6.3905 1.5660 3.1040
H -6.3108 -1.9440 -7.4370
H -6.2154 0.6112 1.2102
H 5.2699 -0.8275 4.6203
H 5.5179 -2.8604 1.8414
H 1.0883 -3.4569 -3.6462
H 1.9842 1.9004 -4.3762
H -5.8474 5.2132 5.0828
H -0.9105 2.7664 -0.9074
H 4.3450 -0.7734 -4.7493
H 4.6169 -0.4803 3.1082
H -2.8714 -1.4268 1.8758
H -4.6432 -3.8920 -6.1298
H 2.4714 3.0258 1.9056
H -5.1995 -1.2587 -1.9942
H 1.0546 -0.6702 1.3784
C 3.2624 4.5312 -3.0586
C -6.7280 -3.8884 -6.4213
H 7.1978 -3.3440 1.9234
C 1.7171 -2.8242 5.1644
C 0.0279 4.7886 -1.4351
C -5.8563 4.5253 -0.1144
H -2.1925 1.8865 -5.1224
C 4.4972 -5.3925 1.9997
H 4.0852 1.8961 3.8908
H -1.3730 -3.1731 -7.5228
H 2.8295 5.3212 -3.7056
C -3.2207 -2.3832 2.2128
H 3.0619 1.4830 -5.7204
H 6.5775 -5.7316 1.7331
H 1.2586 8.1866 6.4544
C 1.2851 7.1057 6.5431
C 4.8813 5.9043 -2.0782
H -1.1246 -6.2996 -5.3037
C 5.8306 -4.9497 1.5119
H -5.2870 -2.0913 1.8972
C 1.9028 3.9133 1.6093
C -0.5240 0.7172 3.3841
C 4.9128 -1.6080 -2.1496
H -5.8312 3.1608 1.4853
H 2.5943 -1.4178 -2.4260
H -1.7735 -4.9118 -7.3614
C 2.9997 -2.2917 4.5139
C 3.5922 -1.5654 -2.9747
H -1.2293 -3.2027 2.7528
H 7.9523 5.0928 -2.4968
H 0.1253 6.4568 0.0441
C -6.3350 -4.2356 0.1450
H 1.9819 -5.1528 2.8295
H 2.3649 -0.3118 4.1569
H -4.4780 0.5722 1.1057
H -4.2941 2.3500 3.0791
O 4.9860 3.5378 -4.5464
C -4.6453 -2.3061 2.7564
C -5.4409 5.8083 0.6369
H -5.6510 7.9226 0.4553
C 2.2690 -0.1671 -4.5443
C -5.4709 1.9323 -0.2992
H 6.0506 -2.6268 -0.7066
C -5.3761 0.6750 0.5317
H -0.0009 3.9521 2.7179
H -6.7915 -4.9048 -6.7463
H 0.3338 6.9032 7.1119
H 0.1302 5.3157 -2.3830
C -0.6534 -5.3587 -4.8471
H 9.6775 -1.8672 -0.3711
H 0.4120 -5.4565 -5.0709
H -3.3752 -2.9319 1.2547
C -0.5047 -1.0182 -0.0188
H 3.6550 4.5446 -0.8486
H 3.9775 0.4378 -3.5300
C 9.5667 0.8389 -0.8623
C 2.1716 1.2248 -5.1876
H -8.1535 -5.5183 0.1976
C 0.9994 -0.7974 0.2824
C -1.2064 -4.1161 -5.4779
C 1.3476 6.3765 5.1814
C -5.3097 3.2306 0.5302
H 10.1947 0.5114 -0.0337
H 8.1480 -2.2202 -1.3449
H 1.8614 -2.7352 6.2543
H -7.5672 -3.5967 -5.8043
H -1.9364 2.8322 2.8803
C -7.8325 -4.4547 0.0239
C 3.7037 1.7119 -0.9041
C -4.1613 4.1159 4.2740
H -7.5703 -1.9494 5.8119
H -6.4530 -2.3603 -4.0952
C -6.1941 -0.9522 4.3276
H -4.8792 7.1546 -0.9954
H -5.4562 -0.1599 -0.1874
C -2.0116 1.1051 -4.3800
C -3.4299 -5.8534 0.0551
C 5.1625 2.1544 -0.5265
H -7.3500 -2.8578 -8.3352
H 1.3132 3.6718 0.7730
H -1.2760 -0.3027 0.3514
H 6.9375 1.1856 4.7573
C 6.2140 -3.6389 2.1855
C 1.5923 0.4714 -0.4133
H 0.6408 -3.4958 1.3666
H 0.0469 4.7579 5.3445
H -9.6010 -3.5271 0.7611
H 10.1985 0.6777 -1.7930
H -3.3377 4.6361 4.7938
H 3.5401 -2.5034 -3.4912
H 0.9271 -2.8628 -1.9752
H -5.1213 3.9619 6.1510
H -2.0672 0.5421 4.7838
H 1.6869 0.2056 -1.4374
C 1.6391 4.1418 4.0187
H -4.4736 -0.2564 -3.2994
C 8.9921 -1.5593 -1.1893
C -1.1181 -4.0921 -6.9925
H -1.4020 6.2542 -0.8270
H 2.1238 6.8428 7.1768
C 3.1670 -0.7737 4.6593
H 3.1933 -2.5028 3.4532
C -1.9490 0.9643 3.7791
H 6.3253 2.8068 4.3235
H 9.9881 2.9210 -0.2143
H -2.0341 3.9675 -1.6922
H -2.2435 -4.0173 -5.1206
H 2.5982 4.6931 1.3816
H -4.3282 -3.3399 -3.1176
C 8.2779 4.5721 -1.5729
H -0.4578 -6.3059 -3.0572
C -5.5149 -2.4866 -4.6613
C -0.7908 2.8531 -2.9414
```

Results of the Löwdin charge analysis, in e, for atoms 1 through 2: 0.069 0.115